Record 1
Formula: C32H37BN6O4PReS2
Source: OMol25
Level of theory: ωB97M-V with the def2-TZVPD basis set

Its total charge is +2. As for the total energy: -84666.7589 eV. The value obtained for the gap between HOMO and LUMO is 0.17147 Eh. Its energy relative to the best compared isomer or geometry (same formula, charge and spin) is 19.4 kcal per mole.

Geometry as XYZ:
```
84
Properties=species:S:1:pos:R:3:forces:R:3
Re 1.644226 0.146519 0.465231 -0.182 0.989 -0.463
C 5.767470 -1.775184 -2.596941 -0.070 0.111 0.135
N 5.757117 -2.062752 -1.159756 0.000 0.060 -0.075
C 6.632142 -1.107600 -0.476273 -0.170 0.040 -0.040
N 6.265512 0.287924 -0.746100 0.037 0.007 -0.086
C 6.256433 0.528765 -2.192853 -0.186 -0.124 0.130
N 5.358959 -0.396037 -2.892688 0.222 -0.026 -0.029
C 3.966424 -0.148702 -2.657208 -0.206 -0.010 0.205
P 3.613184 -0.400498 -0.818417 0.875 0.187 0.017
C 4.404017 -2.074162 -0.623857 -0.026 0.090 -0.125
C 5.026164 0.663127 -0.125223 -0.100 -0.169 -0.129
H 5.113288 -2.472035 -3.119864 -0.027 -0.012 0.003
H 6.783484 -1.908470 -2.963165 0.032 -0.023 -0.027
H 7.651142 -1.268153 -0.820998 0.045 -0.005 -0.034
H 6.596940 -1.283537 0.598967 0.016 -0.013 0.019
H 7.264251 0.383869 -2.575272 0.036 -0.012 -0.014
H 5.949442 1.556215 -2.387362 0.012 0.027 -0.012
H 3.351484 -0.860134 -3.207103 -0.030 -0.007 -0.048
H 3.679321 0.860396 -2.952541 0.040 -0.017 0.002
H 3.805827 -2.810196 -1.161618 -0.038 -0.061 0.014
H 4.414254 -2.351368 0.428076 0.047 0.011 0.052
H 5.071339 0.523502 0.955100 0.023 -0.028 0.022
H 4.785209 1.707008 -0.328586 -0.012 0.045 -0.006
N -4.912090 -1.945237 4.747371 0.110 0.090 -0.062
C -3.889006 -1.182152 4.306087 -0.094 -0.075 0.075
C -3.698484 -0.974226 2.921409 -0.036 -0.051 -0.017
C -2.661398 -0.202988 2.472244 0.025 0.151 0.069
C -1.780204 0.374466 3.401370 -0.039 -0.205 -0.038
C -1.942043 0.169666 4.776536 -0.050 -0.013 -0.078
C -2.991370 -0.592814 5.221277 -0.036 -0.055 0.077
S -0.464404 1.303623 2.841549 0.012 0.068 0.111
O -0.817480 2.118899 1.724976 0.032 -0.017 0.000
O 0.320173 1.795556 3.928291 0.002 -0.019 -0.076
N 0.527861 0.094753 2.073577 1.029 0.054 -0.167
C 1.207825 -0.919533 2.745750 -0.349 0.020 0.260
S 1.122109 -1.444071 4.359183 -0.089 0.109 0.010
C 2.403163 -2.539895 4.032792 -0.010 -0.091 0.202
C 2.817229 -2.449710 2.754862 -0.004 0.041 -0.515
N 2.121916 -1.525639 1.992979 -0.172 0.210 0.305
H -5.604429 -2.296762 4.111123 -0.009 -0.013 -0.005
H -5.097225 -2.041794 5.729530 -0.007 0.006 0.015
H -4.385683 -1.425330 2.215155 0.013 0.030 0.020
H -2.535526 -0.021832 1.409476 -0.006 -0.021 0.068
H -1.257486 0.631656 5.476767 -0.028 -0.002 -0.022
H -3.141899 -0.739843 6.284577 0.004 0.009 -0.058
H 2.774110 -3.203956 4.799435 -0.032 0.058 -0.049
H 3.595849 -3.052876 2.315441 -0.034 0.025 -0.026
C -5.632071 -2.847709 -1.557768 0.053 -0.057 0.009
C -5.713627 -1.350319 -1.848657 0.003 0.071 -0.030
C -6.569971 -0.681198 -0.760555 -0.011 0.027 -0.019
C -6.388469 -1.157107 -3.215425 0.010 -0.017 -0.016
C -4.335269 -0.687671 -1.839366 -0.100 0.045 0.014
C -4.210340 0.647429 -2.272526 -0.005 0.050 -0.017
C -3.019008 1.353263 -2.233191 -0.083 0.112 -0.056
C -1.928225 0.673310 -1.736774 0.154 0.175 -0.012
O -0.643683 1.129723 -1.514129 0.107 -0.196 -0.009
B 0.007943 0.075604 -0.904627 -0.527 0.306 -0.009
O -0.809511 -1.040335 -0.812721 0.213 0.005 0.042
C -2.031236 -0.632474 -1.313496 0.020 -0.210 0.012
C -3.211573 -1.346171 -1.352695 0.021 -0.127 -0.005
H -6.630718 -3.280998 -1.620966 0.027 0.000 0.006
H -5.252859 -3.052450 -0.552169 -0.015 0.009 -0.045
H -4.997182 -3.366345 -2.281225 -0.038 0.017 0.036
H -7.547088 -1.166089 -0.702842 0.033 0.031 -0.002
H -6.730797 0.377351 -0.976436 0.012 -0.044 0.027
H -6.088425 -0.755780 0.219369 -0.034 -0.018 -0.044
H -7.327964 -1.711973 -3.241345 0.020 0.029 0.001
H -5.754553 -1.525368 -4.025195 -0.031 -0.002 0.037
H -6.625281 -0.110862 -3.414268 0.025 -0.044 -0.003
H -5.086323 1.157745 -2.650185 0.012 -0.014 0.029
H -2.951484 2.386000 -2.551653 -0.009 -0.080 -0.009
H -3.241609 -2.373312 -1.015252 0.007 0.054 -0.006
C 1.730544 1.840910 -0.092052 -0.546 -1.696 0.381
C 1.792720 3.178978 -0.518610 0.101 0.089 0.057
C 2.474395 3.520967 -1.700338 -0.041 -0.184 0.062
C 2.504314 4.834097 -2.107935 -0.002 0.126 -0.003
C 1.863817 5.806744 -1.341466 -0.023 0.018 0.015
C 1.188367 5.472558 -0.172114 0.036 0.096 -0.081
C 1.142728 4.159378 0.248290 0.015 -0.051 0.042
H 2.949792 2.744834 -2.287722 -0.014 0.080 0.011
H 3.018640 5.111017 -3.018319 -0.016 -0.001 0.016
H 1.886685 6.838943 -1.666687 0.012 -0.015 0.010
H 0.695775 6.240015 0.408735 -0.005 0.001 -0.018
H 0.602387 3.868814 1.138975 0.046 0.045 -0.035
```
Forces are in eV/Å.

Record 2
Formula: C32H37BaI2N3O6Sb2
Source: OMol25
Level of theory: ωB97M-V with the def2-TZVPD basis set

Its total charge is 0. As for the total energy: -80510.6881 eV. The value obtained for the gap between HOMO and LUMO is 0.24440 Eh. Its energy relative to the best compared isomer or geometry (same formula, charge and spin) is 0.5 kcal per mole.

Geometry as XYZ:
```
83
Properties=species:S:1:pos:R:3:forces:R:3
Ba 0.795619 -1.228319 1.263781 0.067 -0.068 0.007
C 4.326339 -2.914101 -0.802875 0.000 -0.003 0.005
Sb 2.339350 -3.119900 -1.572224 0.049 0.054 -0.038
C 2.649256 -5.023256 -2.510481 -0.011 -0.005 -0.013
C 2.721545 -1.939733 -3.344302 -0.001 -0.009 -0.005
C 1.733991 -2.136214 -4.450371 -0.022 0.006 -0.007
C 1.968423 -3.136604 -5.396297 0.010 -0.002 -0.005
C 1.098899 -3.371262 -6.447254 -0.005 -0.008 -0.005
C -0.036112 -2.584537 -6.579555 0.001 0.000 -0.008
C -0.278885 -1.584565 -5.654648 -0.004 0.005 0.010
C 0.580409 -1.345128 -4.580686 0.006 0.001 -0.001
C 0.226393 -0.274634 -3.599991 0.019 -0.007 0.018
Sb -0.980902 -1.007304 -1.948119 -0.028 0.009 0.037
C -1.635911 -2.855013 -2.797978 0.020 -0.016 0.020
C -2.757372 0.090752 -2.468887 -0.005 -0.007 -0.015
H 5.043031 -3.105875 -1.601194 0.002 -0.002 0.003
H 4.500835 -3.618325 0.009887 -0.001 -0.003 0.000
H 4.449981 -1.896862 -0.435558 -0.002 -0.001 0.001
H 3.606500 -5.022746 -3.032101 -0.003 -0.004 -0.001
H 1.852196 -5.216178 -3.227701 0.001 -0.004 0.000
H 2.648983 -5.816867 -1.764494 -0.002 0.007 0.011
H 3.715258 -2.254893 -3.667237 -0.001 -0.002 0.002
H 2.782348 -0.911480 -2.993552 -0.008 -0.003 0.008
H 2.868260 -3.734859 -5.305803 0.000 0.001 0.002
H 1.313364 -4.152123 -7.165388 0.000 -0.001 0.001
H -0.721605 -2.741756 -7.402362 0.001 0.000 0.000
H -1.158852 -0.958784 -5.763432 0.001 0.001 0.002
H -0.384728 0.491180 -4.078926 0.005 0.004 -0.007
H 1.088988 0.215552 -3.150629 0.005 0.002 -0.005
H -2.059841 -2.687570 -3.786282 -0.008 -0.002 -0.001
H -2.382283 -3.296407 -2.138108 -0.005 0.002 -0.005
H -0.793754 -3.540672 -2.888124 0.000 0.002 -0.008
H -3.088720 -0.208973 -3.463050 -0.001 0.005 0.000
H -2.547233 1.161103 -2.482420 -0.001 0.001 0.001
H -3.551333 -0.111454 -1.749852 0.007 0.000 0.006
O 2.013134 4.445915 0.041314 -0.005 -0.013 -0.007
C 2.442136 3.310127 0.167251 0.001 0.007 0.003
C 2.450612 2.243299 -0.890881 0.022 -0.007 0.043
O 2.191540 2.386987 -2.073011 -0.016 0.006 -0.003
C 2.581532 0.971475 -0.164900 -0.037 -0.031 0.008
C 2.775035 1.217769 1.238109 0.002 0.018 -0.014
O 2.723751 0.323330 2.139844 -0.022 0.030 -0.078
C 2.797231 2.664906 1.474949 0.021 0.025 0.025
O 2.859645 3.241055 2.552574 -0.003 -0.007 -0.018
O 2.349830 -0.170446 -0.665324 0.007 -0.017 0.024
I -4.581029 -1.926863 1.758615 -0.021 -0.009 -0.019
C -3.389871 -1.153867 3.279600 -0.040 -0.021 -0.025
C -3.981739 -0.438383 4.328389 -0.031 -0.003 -0.015
C -3.220518 0.177039 5.284942 0.053 0.032 0.042
I -4.185797 1.273513 6.783003 0.001 -0.010 -0.012
C -1.802514 0.097502 5.225824 -0.049 -0.017 -0.016
C -0.920260 0.725646 6.135921 -0.017 0.000 0.000
C 0.429041 0.652633 5.944161 0.032 0.004 0.015
C 0.921443 -0.049306 4.829691 0.007 -0.004 -0.012
N 0.134562 -0.672950 3.984323 0.040 0.031 0.014
C -1.211895 -0.629492 4.164164 -0.022 0.031 0.042
C -2.008556 -1.307295 3.147897 0.076 0.035 0.012
O -1.434383 -1.933357 2.197851 -0.107 -0.031 -0.024
H -5.060177 -0.359881 4.366868 -0.003 -0.009 -0.009
H -1.328093 1.272656 6.975945 -0.002 -0.003 0.002
H 1.118933 1.137069 6.621115 0.002 0.002 -0.003
H 1.983008 -0.063595 4.608766 0.000 -0.008 -0.005
C -0.233484 3.762014 2.480330 0.002 -0.007 -0.003
C -0.216038 2.229162 2.604323 -0.010 0.002 0.005
N -1.069789 1.608952 1.576879 0.015 0.042 0.026
C -0.800453 2.165571 0.247952 0.003 0.003 -0.015
C -1.121148 3.674073 0.191573 0.001 -0.009 0.015
N -1.408553 4.103469 1.601515 -0.013 0.005 -0.016
C -2.649976 3.425898 2.106003 0.002 0.005 -0.004
C -2.462363 1.899331 1.919235 -0.002 -0.012 -0.002
H 0.661307 4.167536 2.007779 0.001 0.002 0.001
H -0.387243 4.254519 3.439287 0.008 -0.001 0.001
H -0.607559 1.923344 3.573862 -0.002 0.002 0.003
H 0.805192 1.866192 2.543458 0.002 0.000 -0.005
H -1.410844 1.629953 -0.477194 0.004 0.000 0.004
H 0.243186 2.000369 -0.004531 0.000 -0.007 0.010
H -2.012101 3.895691 -0.395464 0.002 0.001 -0.002
H -0.276173 4.259338 -0.169137 0.000 0.000 -0.007
H -1.541758 5.111159 1.612975 0.005 0.001 0.005
H -3.495130 3.818578 1.542832 0.004 0.006 0.000
H -2.760552 3.705302 3.153160 -0.002 -0.010 0.002
H -3.106277 1.519379 1.125420 0.001 -0.003 0.001
H -2.729283 1.382492 2.838951 0.001 -0.005 0.004
```
Forces are in eV/Å.

Record 3
Formula: C32H37BrN5O5PbS
Source: OMol25
Level of theory: ωB97M-V with the def2-TZVPD basis set

Its total charge is +1. As for the total energy: -137590.1527 eV. The value obtained for the gap between HOMO and LUMO (alpha / beta) is 0.26434 / 0.19222 Eh. Its energy relative to the best compared isomer or geometry (same formula, charge and spin) is 3.2 kcal per mole.

Geometry as XYZ:
```
82
Properties=species:S:1:pos:R:3:forces:R:3
Pb 1.550367 1.793363 -0.465090 0.432 -0.314 -0.022
O 3.948128 1.692802 0.678436 0.062 0.144 -0.122
C 4.840346 2.811202 0.553673 0.119 0.017 0.071
C 4.735402 3.783785 1.717964 -0.057 -0.053 -0.070
C 3.321811 4.318994 1.988482 0.011 0.055 0.015
C 2.750813 5.107748 0.845299 0.140 0.062 0.039
C 2.773461 6.499254 0.856682 0.001 0.007 -0.024
C 2.274382 7.204740 -0.222957 -0.008 -0.040 -0.011
C 1.767775 6.501136 -1.305620 0.038 -0.023 0.011
C 1.785342 5.121423 -1.244842 -0.018 0.022 -0.054
N 2.256433 4.434147 -0.201968 -0.116 -0.063 0.164
H 4.079125 1.274433 1.539496 -0.121 0.036 -0.063
H 4.573295 3.288999 -0.388209 0.011 0.002 0.009
H 5.863510 2.438522 0.464500 0.004 0.057 -0.009
H 5.420607 4.613228 1.526287 0.029 0.004 -0.017
H 5.093160 3.292854 2.627428 0.009 -0.007 0.009
H 3.359320 4.958675 2.870981 0.003 -0.010 -0.003
H 2.654857 3.493881 2.228956 -0.021 -0.021 0.004
H 3.178867 7.017078 1.714691 0.004 0.004 0.024
H 2.280926 8.286156 -0.221736 -0.001 0.017 -0.002
H 1.372769 7.004168 -2.175534 -0.014 0.009 -0.020
H 1.403937 4.531364 -2.072320 -0.031 -0.010 -0.023
C -6.850956 0.758254 -1.032158 0.012 0.019 0.018
C -6.123010 1.345909 0.188024 -0.034 0.009 0.000
C -6.579371 0.614394 1.462105 0.007 0.016 -0.026
C -6.491817 2.824399 0.311457 0.008 -0.034 -0.002
C -4.629874 1.135662 0.019534 0.001 -0.017 0.028
C -3.716368 2.202706 0.028696 0.146 0.033 -0.006
C -2.387911 1.949584 -0.124631 0.009 0.121 -0.003
Br -1.182867 3.405307 -0.141368 -0.160 0.028 0.025
C -1.836945 0.615741 -0.300756 0.043 -0.052 0.004
O -0.609792 0.443536 -0.470449 -0.136 0.088 0.021
C -2.798458 -0.484962 -0.277745 -0.049 0.003 -0.006
C -4.126636 -0.167174 -0.133113 0.075 -0.045 -0.014
C -2.427490 -1.965228 -0.408355 -0.028 -0.029 0.013
C -0.932320 -2.276349 -0.499138 0.008 0.008 0.015
C -2.967290 -2.705146 0.828594 0.012 -0.006 -0.019
C -3.102251 -2.521101 -1.673666 0.010 0.004 0.015
H -7.923601 0.918127 -0.924232 -0.027 0.000 0.005
H -6.684306 -0.313293 -1.132921 0.008 -0.033 -0.006
H -6.525968 1.243137 -1.952918 0.004 0.016 -0.031
H -7.646018 0.780409 1.612880 -0.027 0.001 -0.003
H -6.049506 0.986631 2.339017 0.011 0.016 0.029
H -6.415633 -0.460463 1.394569 0.009 -0.033 0.003
H -7.573081 2.916367 0.405647 -0.017 0.000 0.005
H -6.189392 3.392395 -0.569343 -0.002 0.019 -0.023
H -6.046332 3.281906 1.195591 0.016 0.017 0.022
H -4.055251 3.219004 0.152236 -0.010 0.033 -0.001
H -4.844552 -0.974332 -0.128285 -0.004 -0.031 -0.003
H -0.393976 -1.917133 0.375397 0.033 0.010 0.020
H -0.472311 -1.847877 -1.385910 0.022 0.018 -0.038
H -0.820938 -3.361519 -0.547020 -0.001 -0.005 -0.006
H -2.511529 -2.318277 1.740877 0.007 0.006 0.023
H -2.724932 -3.765199 0.748463 0.003 -0.021 0.000
H -4.048141 -2.619929 0.925793 -0.033 -0.006 0.011
H -2.754841 -1.995268 -2.563761 0.010 0.007 -0.023
H -4.187427 -2.436778 -1.630161 -0.028 0.005 -0.008
H -2.853333 -3.577037 -1.783762 0.002 -0.020 -0.003
O 3.546092 -8.171685 -3.333589 0.046 -0.108 -0.160
S 4.578732 -7.223084 -2.955252 -0.311 0.406 0.908
O 4.650797 -6.106805 -3.871086 0.025 -0.056 -0.092
O 5.858557 -7.867837 -2.752343 0.056 -0.099 -0.124
C 4.062771 -6.560977 -1.328585 0.191 -0.159 -0.467
N 4.057340 -7.434962 -0.342021 0.000 -0.088 0.021
C 3.664354 -6.955482 0.833907 0.012 0.092 -0.081
C 3.291441 -5.628005 1.002119 0.020 0.052 -0.160
C 3.345694 -4.802782 -0.117142 0.046 -0.195 0.093
N 3.738740 -5.291173 -1.297753 -0.020 0.035 -0.001
C 2.986838 -3.359893 -0.113932 -0.050 0.094 0.023
C 3.014421 -2.653105 -1.313270 -0.006 0.011 0.039
C 2.674185 -1.314976 -1.305975 0.000 -0.035 -0.013
N 2.314942 -0.661391 -0.201613 -0.111 0.049 0.085
C 2.288277 -1.333135 0.949571 0.033 -0.104 0.019
C 2.618991 -2.674004 1.039101 0.022 -0.001 -0.112
H 3.651253 -7.653797 1.662158 -0.011 0.015 -0.002
H 2.974063 -5.275287 1.970359 -0.013 0.036 0.035
H 3.299336 -3.150123 -2.228823 -0.001 0.013 -0.005
H 2.687250 -0.740722 -2.224492 0.002 0.008 -0.050
H 1.982066 -0.777467 1.826295 -0.009 -0.001 0.030
H 2.580464 -3.154474 2.004871 -0.005 -0.023 0.038
N 1.074995 1.424785 2.931924 0.080 -0.060 0.067
C 1.258188 1.572038 1.801816 -0.370 0.078 -0.035
```
Forces are in eV/Å.